This record from OMol25 describes the molecule H2N2O3S in a non-equilibrium geometry. The level of theory is wB97M-V/def2-TZVPD.

Each line ends with the Mulliken charge.
Atoms and positions in Å:
1 N -0.32944 -0.98776 1.62730  -0.527
2 N -1.38396 -2.05100 -0.62575  0.662
3 O -0.46323 -1.99859 -1.54624  -0.483
4 O -2.05389 -2.96692 -0.35381  -0.473
5 O -2.68705 -0.06568 0.68521  -0.438
6 S -1.34192 -0.39943 0.37831  0.639
7 H -0.88566 -1.27694 2.51375  0.317
8 H 0.27183 -1.65108 1.23801  0.303

Calculated values
ΔE to the lowest compared entry with this formula, charge and spin: 48.6 kcal/mol
Max |F|: 5.17 eV Å⁻¹
LUMO level: -0.3 eV
Energy: -19985.78033 eV
Gap between HOMO and LUMO: 0.365 Ha
2S+1: 1

***

This record from OMol25 describes a cluster of 2 separate species, C12H27N5O5S in total in a non-equilibrium geometry. The level of theory is wB97M-V/def2-TZVPD.

Each line ends with the Mulliken charge.
Atoms and positions in Å:
1 O 1.69963 1.63984 -3.42357  -0.675
2 O -1.12491 -2.01296 -2.71693  -0.690
3 O -1.13674 3.75979 -1.12922  -0.651
4 O -1.40173 1.38342 -1.62920  -0.716
5 N -4.59758 1.87897 2.76147  -0.704
6 O -3.43552 2.70397 -1.19500  -0.480
7 C 1.92734 0.53740 -2.95316  0.794
8 C -0.05791 -2.44611 -2.29971  -0.134
9 C -3.61880 2.15377 3.52405  0.563
10 N -3.70609 1.80134 4.80786  -0.489
11 N 0.15196 -3.76659 -2.30471  -0.145
12 N -2.48807 2.76814 3.10293  -0.258
13 N 0.95684 -0.17540 -2.38034  0.067
14 C 3.33666 -0.01440 -3.03521  -1.043
15 C 1.34928 -4.48258 -1.86262  -0.716
16 C 1.62877 -0.32499 1.95259  -1.314
17 C 3.28652 -1.48881 0.54194  -1.731
18 C -2.36274 3.26998 1.72732  -0.788
19 C 2.02051 -0.62639 0.50517  0.945
20 C 0.85447 -1.33259 -0.21077  -0.742
21 C -1.81370 2.12072 0.91344  -0.368
22 C 1.02253 -1.49651 -1.73651  0.282
23 S -1.85897 2.52077 -0.82753  1.224
24 H -5.40620 1.43839 3.18193  0.173
25 H -3.45962 2.24651 -2.04585  0.355
26 H -4.43692 1.13296 5.01316  0.226
27 H -2.81616 1.68109 5.27382  0.196
28 H -0.61418 -4.30745 -2.67788  0.316
29 H -1.98294 3.25590 3.83178  0.257
30 H 0.04097 0.26520 -2.40212  0.225
31 H 3.32070 -1.00019 -3.49311  0.287
32 H 3.76596 -0.05401 -2.03895  0.189
33 H 3.93333 0.65620 -3.65217  0.340
34 H 2.19402 -4.23210 -2.50709  0.240
35 H 1.17579 -5.55866 -1.91733  0.349
36 H 1.59087 -4.22134 -0.83114  0.174
37 H 1.39037 -1.24934 2.47928  0.360
38 H 0.75864 0.32887 1.96776  0.089
39 H 2.45112 0.17868 2.46108  0.434
40 H 3.62852 -1.71648 -0.46445  0.353
41 H 4.07965 -0.94732 1.05826  0.407
42 H 3.09162 -2.42133 1.07127  0.397
43 H -1.68187 4.12923 1.68675  0.427
44 H -3.33436 3.60388 1.33856  0.394
45 H 2.24428 0.31626 0.00775  0.276
46 H 0.71579 -2.31421 0.24293  0.489
47 H -0.06029 -0.76297 -0.03655  0.054
48 H -0.78565 1.90655 1.19545  0.037
49 H -2.42191 1.22831 1.06162  0.445
50 H 1.98671 -1.95337 -1.93703  0.277

Calculated values
SMILES string: CNC(=O)[C@H](CC(C)C)NC(C)=O.[H]/N=C(\N)NCCS(=O)(=O)O
ΔE to the lowest compared entry with this formula, charge and spin: 5.1 kcal/mol
Max |F|: 3.76 eV Å⁻¹
LUMO level: 0.4 eV
Energy: -41405.88576 eV
Gap between HOMO and LUMO: 0.343 Ha
2S+1: 1

***

This record from OMol25 describes a structure of composition CH9N6 in a non-equilibrium geometry. The level of theory is wB97M-V/def2-TZVPD.

Each line ends with the Mulliken charge.
Atoms and positions in Å:
1 C 1.17305 1.04501 0.82458  0.050
2 N 0.16440 1.63148 1.18666  -0.093
3 N -0.99961 1.24319 1.45255  -0.039
4 N -2.09285 1.77245 0.98347  -0.327
5 N -0.66671 -0.71099 0.78280  -0.192
6 N 0.56468 -0.66700 0.31293  -0.244
7 N 1.39463 -1.53754 -2.10492  -0.900
8 H 2.20642 1.27539 0.75976  0.401
9 H -2.15714 2.27866 0.10697  0.236
10 H -2.91404 1.69083 1.56420  0.259
11 H -0.73661 -1.10833 1.71759  0.308
12 H -1.44642 -0.91212 0.16026  0.291
13 H 0.71783 -0.75949 -0.71920  0.465
14 H 1.05779 -2.49542 -2.14529  0.266
15 H 2.37527 -1.58623 -1.83527  0.268
16 H 1.35931 -1.15988 -3.04709  0.251

Calculated values
ΔE to the lowest compared entry with this formula, charge and spin: 81.1 kcal/mol
Max |F|: 4.62 eV Å⁻¹
LUMO level (alpha / beta): -2.9 / -6.5 eV
Energy: -10109.64094 eV
Gap between HOMO and LUMO (alpha / beta): 0.275 / 0.265 Ha
Net charge: +1
2S+1: 3

***

This record from OMol25 describes a structure of composition C5H10O. The level of theory is wB97M-V/def2-TZVPD.

Each line ends with the Mulliken charge.
Atoms and positions in Å:
1 C -0.79578 0.19482 1.28355  -1.088
2 C 0.31226 1.54690 0.51673  -0.689
3 C 1.03367 0.88892 -0.61795  -0.668
4 C 0.01929 -0.15404 -0.32029  1.184
5 C 0.59965 -1.51361 0.02425  -1.613
6 O -0.96215 -0.18913 -1.29583  -0.541
7 H -1.42113 1.02480 1.61241  0.317
8 H -1.53370 -0.59467 1.02908  0.450
9 H -0.20235 -0.17227 2.11936  0.302
10 H -0.51539 2.10260 0.04205  0.182
11 H 0.88701 1.30726 -1.61373  0.297
12 H 2.07044 0.59436 -0.43924  0.294
13 H 1.06981 -1.91307 -0.88090  0.408
14 H -0.18071 -2.20989 0.35764  0.364
15 H 1.35579 -1.43657 0.80950  0.394
16 H -1.68154 -0.75936 -0.98649  0.406

Calculated values
ΔE to the lowest compared entry with this formula, charge and spin: 120.4 kcal/mol
Max |F|: 0.40 eV Å⁻¹
LUMO level: 0.8 eV
Energy: -7389.54602 eV
Gap between HOMO and LUMO: 0.310 Ha
2S+1: 1

***

This record from OMol25 describes a structure of composition C21H45BBrNO8S in a non-equilibrium geometry. The level of theory is wB97M-V/def2-TZVPD.

Each line ends with the Mulliken charge.
Atoms and positions in Å:
1 C 0.60389 -0.05413 -0.07062  -1.165
2 C -0.10780 0.18934 -1.41298  1.239
3 Br 0.87677 -0.58858 -2.92918  -0.161
4 C -0.27588 1.67628 -1.58536  -0.784
5 O -1.17258 2.09391 -2.63196  -0.290
6 S -2.77628 1.79055 -2.46862  0.445
7 O -2.99510 0.56673 -3.20981  -0.482
8 O -2.85625 1.31256 -0.91278  -0.239
9 B -3.84108 0.26728 -0.87245  0.433
10 O -3.41416 -1.01321 -0.60393  -0.512
11 N -5.20625 0.64042 -1.09807  -0.005
12 C -6.01917 -0.43475 -1.64991  -1.123
13 C -5.83097 1.32876 0.05635  -0.993
14 H -0.17984 -0.19712 0.66501  0.335
15 H 1.21518 0.80350 0.17486  0.320
16 H 1.18860 -0.95905 -0.15188  0.276
17 H -1.04288 -0.33598 -1.37689  -0.386
18 H 0.69735 2.06654 -1.86451  0.364
19 H -0.52050 2.12438 -0.62757  0.387
20 H -3.12387 -1.40868 -1.44722  0.299
21 H -5.42686 -1.20559 -2.12456  0.242
22 H -6.70015 -0.06968 -2.41743  0.391
23 H -6.63609 -0.94476 -0.91241  0.433
24 H -5.19578 1.26473 0.93383  0.336
25 H -6.02105 2.37399 -0.16785  0.275
26 H -6.78646 0.86939 0.28155  0.360
27 C 1.80037 -4.35206 3.32792  -0.559
28 C 1.96412 -3.08563 4.16196  -0.577
29 C 1.80975 -1.99899 3.10703  -0.262
30 O 0.92354 -2.52121 2.11396  -0.312
31 C 0.74102 -3.92408 2.32194  -0.474
32 H 1.50492 -5.22576 3.90671  0.337
33 H 2.73600 -4.58408 2.81399  0.269
34 H 1.15796 -3.01523 4.89570  0.273
35 H 2.91283 -3.02731 4.69323  0.337
36 H 2.76855 -1.77020 2.62798  0.135
37 H 1.39518 -1.07347 3.50812  0.281
38 H -0.26844 -4.08557 2.71523  0.295
39 H 0.82714 -4.44382 1.36723  0.263
40 C -5.92151 -5.64811 -1.36211  -0.547
41 C -6.23835 -5.23007 -2.79420  -0.550
42 C -7.29747 -4.15861 -2.57675  -0.385
43 O -6.99922 -3.54239 -1.32090  -0.379
44 C -6.02132 -4.32063 -0.62412  -0.188
45 H -4.94834 -6.12276 -1.24719  0.336
46 H -6.68383 -6.34054 -0.99765  0.259
47 H -5.35166 -4.79378 -3.25990  0.261
48 H -6.58634 -6.04619 -3.42535  0.340
49 H -8.29998 -4.59583 -2.51678  0.275
50 H -7.29810 -3.39880 -3.35950  0.262
51 H -5.06925 -3.77865 -0.64800  0.046
52 H -6.32685 -4.43439 0.41632  0.286
53 C 5.34693 0.31572 -1.03551  -0.699
54 C 5.61471 1.81346 -1.13214  -0.388
55 C 4.21511 2.38872 -0.98680  -0.354
56 O 3.48210 1.47857 -0.15206  -0.380
57 C 4.22937 0.26486 -0.00462  -0.114
58 H 6.21780 -0.26936 -0.74277  0.380
59 H 4.98830 -0.06220 -1.99549  0.296
60 H 6.24194 2.13522 -0.29686  0.102
61 H 6.10114 2.11606 -2.05781  0.400
62 H 3.70759 2.44798 -1.95625  0.264
63 H 4.21325 3.37934 -0.53303  0.142
64 H 4.62998 0.23048 1.01540  0.207
65 H 3.56484 -0.58831 -0.14510  0.127
66 C 4.90091 6.55623 2.24021  -0.554
67 C 6.27899 5.91034 2.33828  -0.556
68 C 6.23117 4.90674 1.19526  -0.264
69 O 5.38187 5.47208 0.19254  -0.411
70 C 4.68638 6.59945 0.73419  -0.369
71 H 4.84134 7.53968 2.70356  0.344
72 H 4.15302 5.91257 2.70871  0.266
73 H 7.05530 6.65593 2.15244  0.261
74 H 6.47941 5.44428 3.30167  0.331
75 H 5.79454 3.95509 1.52064  0.140
76 H 7.21285 4.70740 0.76369  0.291
77 H 5.11323 7.50883 0.29813  0.261
78 H 3.63439 6.54224 0.45329  0.260

Calculated values
Max |F|: 1.25 eV Å⁻¹
LUMO level: 0.6 eV
Energy: -121931.11113 eV
Gap between HOMO and LUMO: 0.351 Ha
2S+1: 1

***

This record from OMol25 describes the molecule C19H30N4O4S close to a stationary point. The level of theory is wB97M-V/def2-TZVPD.

Each line ends with the Mulliken charge.
Atoms and positions in Å:
1 C 4.84830 2.67661 -0.73565  -1.496
2 C 4.48416 1.79655 0.42076  -0.204
3 C 3.21152 1.22514 0.66499  0.063
4 C 3.28794 0.49590 1.83765  0.116
5 C 2.39561 -0.26274 2.74472  0.903
6 O 2.81163 -0.51341 3.87579  -0.791
7 N 1.16313 -0.66606 2.33169  0.338
8 C 0.24036 -1.21066 3.31193  -1.038
9 C -0.99538 -0.33401 3.50713  -0.703
10 C -1.90130 -0.26674 2.27158  -1.010
11 N -1.56948 0.71459 1.24023  0.497
12 C -2.16199 2.02565 1.45971  -0.868
13 C -2.18214 2.83915 0.16889  -0.867
14 N -2.68349 1.98425 -0.88957  0.279
15 C -2.92334 2.46131 -2.13007  0.156
16 O -2.85890 3.64698 -2.40522  -0.694
17 C -3.31261 1.44819 -3.20850  0.271
18 C -4.27320 0.31963 -2.77048  -0.920
19 C -3.48049 -0.85595 -2.19356  -0.540
20 S -1.83508 -0.76409 -2.92269  1.064
21 O -0.88071 -0.52564 -1.86440  -0.466
22 O -1.62739 -1.85499 -3.83630  -0.738
23 C -2.09282 0.76231 -3.83413  -0.991
24 C -0.15851 0.83566 0.86596  -0.756
25 C 0.63804 -0.45673 0.99453  -2.169
26 N 4.57138 0.62907 2.29479  -0.007
27 C 5.30711 1.40384 1.45744  0.190
28 C 6.74387 1.70072 1.72162  -1.437
29 H 5.88352 2.52847 -1.04517  0.386
30 H 4.21755 2.45885 -1.59776  0.386
31 H 4.72438 3.73572 -0.49833  0.285
32 H 2.34905 1.37100 0.03752  0.589
33 H -0.07734 -2.20684 2.98190  0.308
34 H 0.78660 -1.32343 4.24356  0.517
35 H -1.57295 -0.76193 4.33085  0.409
36 H -0.69443 0.66956 3.82205  0.287
37 H -1.93274 -1.26328 1.81775  0.257
38 H -2.92457 -0.04948 2.58155  0.692
39 H -3.19033 1.87976 1.79617  0.480
40 H -1.63431 2.60565 2.23336  0.369
41 H -2.83162 3.70664 0.27965  0.533
42 H -1.18741 3.21838 -0.08209  0.284
43 H -2.48370 1.00423 -0.73382  -0.170
44 H -3.79542 2.05916 -3.96883  0.465
45 H -5.00598 0.68699 -2.05358  0.380
46 H -4.81824 -0.01850 -3.65253  0.396
47 H -3.34489 -0.80292 -1.11370  0.162
48 H -3.89447 -1.82700 -2.45347  0.482
49 H -2.28758 0.47019 -4.86499  0.383
50 H -1.17372 1.34306 -3.78362  0.473
51 H -0.11056 1.16904 -0.17318  0.504
52 H 0.34395 1.60200 1.47780  0.631
53 H 1.46132 -0.45931 0.28728  0.754
54 H 0.01493 -1.31175 0.72644  0.385
55 H 4.84901 0.23067 3.17789  0.221
56 H 7.14899 2.32986 0.93163  0.350
57 H 6.87608 2.23017 2.66744  0.306
58 H 7.34110 0.78759 1.76331  0.316

Calculated values
SMILES string: Cc1cc(C(=O)N2CCCN(CCNC(=O)[C@@H]3CCS(=O)(=O)C3)CC2)[nH]c1C
ΔE to the lowest compared entry with this formula, charge and spin: 17.6 kcal/mol
Max |F|: 0.02 eV Å⁻¹
LUMO level: 0.5 eV
Energy: -45176.45159 eV
Gap between HOMO and LUMO: 0.311 Ha
2S+1: 1

***

Q: 2S+1 of number 2 (C12H27N5O5S)?
A: 1

***

Q: Which formula does entry 2 have?
A: C12H27N5O5S

***

Please write out number 2 again, unchanged.
This record from OMol25 describes a cluster of 2 separate species, C12H27N5O5S in total in a non-equilibrium geometry. The level of theory is wB97M-V/def2-TZVPD.

Each line ends with the Mulliken charge.
Atoms and positions in Å:
1 O 1.69963 1.63984 -3.42357  -0.675
2 O -1.12491 -2.01296 -2.71693  -0.690
3 O -1.13674 3.75979 -1.12922  -0.651
4 O -1.40173 1.38342 -1.62920  -0.716
5 N -4.59758 1.87897 2.76147  -0.704
6 O -3.43552 2.70397 -1.19500  -0.480
7 C 1.92734 0.53740 -2.95316  0.794
8 C -0.05791 -2.44611 -2.29971  -0.134
9 C -3.61880 2.15377 3.52405  0.563
10 N -3.70609 1.80134 4.80786  -0.489
11 N 0.15196 -3.76659 -2.30471  -0.145
12 N -2.48807 2.76814 3.10293  -0.258
13 N 0.95684 -0.17540 -2.38034  0.067
14 C 3.33666 -0.01440 -3.03521  -1.043
15 C 1.34928 -4.48258 -1.86262  -0.716
16 C 1.62877 -0.32499 1.95259  -1.314
17 C 3.28652 -1.48881 0.54194  -1.731
18 C -2.36274 3.26998 1.72732  -0.788
19 C 2.02051 -0.62639 0.50517  0.945
20 C 0.85447 -1.33259 -0.21077  -0.742
21 C -1.81370 2.12072 0.91344  -0.368
22 C 1.02253 -1.49651 -1.73651  0.282
23 S -1.85897 2.52077 -0.82753  1.224
24 H -5.40620 1.43839 3.18193  0.173
25 H -3.45962 2.24651 -2.04585  0.355
26 H -4.43692 1.13296 5.01316  0.226
27 H -2.81616 1.68109 5.27382  0.196
28 H -0.61418 -4.30745 -2.67788  0.316
29 H -1.98294 3.25590 3.83178  0.257
30 H 0.04097 0.26520 -2.40212  0.225
31 H 3.32070 -1.00019 -3.49311  0.287
32 H 3.76596 -0.05401 -2.03895  0.189
33 H 3.93333 0.65620 -3.65217  0.340
34 H 2.19402 -4.23210 -2.50709  0.240
35 H 1.17579 -5.55866 -1.91733  0.349
36 H 1.59087 -4.22134 -0.83114  0.174
37 H 1.39037 -1.24934 2.47928  0.360
38 H 0.75864 0.32887 1.96776  0.089
39 H 2.45112 0.17868 2.46108  0.434
40 H 3.62852 -1.71648 -0.46445  0.353
41 H 4.07965 -0.94732 1.05826  0.407
42 H 3.09162 -2.42133 1.07127  0.397
43 H -1.68187 4.12923 1.68675  0.427
44 H -3.33436 3.60388 1.33856  0.394
45 H 2.24428 0.31626 0.00775  0.276
46 H 0.71579 -2.31421 0.24293  0.489
47 H -0.06029 -0.76297 -0.03655  0.054
48 H -0.78565 1.90655 1.19545  0.037
49 H -2.42191 1.22831 1.06162  0.445
50 H 1.98671 -1.95337 -1.93703  0.277

Calculated values
SMILES string: CNC(=O)[C@H](CC(C)C)NC(C)=O.[H]/N=C(\N)NCCS(=O)(=O)O
ΔE to the lowest compared entry with this formula, charge and spin: 5.1 kcal/mol
Max |F|: 3.76 eV Å⁻¹
LUMO level: 0.4 eV
Energy: -41405.88576 eV
Gap between HOMO and LUMO: 0.343 Ha
2S+1: 1

***

Q: What is the 2S+1 in the first record?
A: 1